The following is a DFT calculation (ωB97M-V/def2-TZVPD) of a 9-piece molecular cluster, C18H54O9S overall.

Geometry as XYZ:
```
82
Properties=species:S:1:pos:R:3:forces:R:3:mulliken_charge:R:1
C 1.26743 -3.52301 -0.38633 -1.2 2.0 -0.3 0.90
H 0.03643 4.99299 -2.68133 -1.3 -0.8 -0.5 0.35
H 2.78543 -2.00001 -0.80733 -1.5 -1.1 -0.3 0.13
H 0.18443 -0.49901 -3.00333 -2.6 -1.0 -0.4 -0.14
C 0.48643 0.94499 0.12267 -0.5 -3.2 -3.6 0.01
H -4.97057 -2.35901 -3.46133 0.4 0.5 0.3 0.41
H -0.98357 1.81699 1.33267 1.2 -1.6 0.7 0.10
H 0.00543 0.87199 -5.07133 -0.2 1.0 0.3 0.30
H -0.51157 4.24099 -4.16733 0.3 0.7 -3.7 0.38
O -0.46157 1.14999 -0.99533 -0.3 -1.2 1.1 -0.04
O 1.54643 -3.87501 3.26167 0.4 1.7 -0.7 -0.54
O 5.91743 2.23899 -0.25633 4.7 -1.0 -2.7 -0.52
H -0.62357 -1.16501 3.83767 1.4 -2.0 -1.8 0.19
H 1.08043 -0.44701 -5.01533 -1.8 -0.4 0.3 0.26
H 1.59143 -3.63401 0.53967 0.4 0.6 5.2 0.18
H -5.17657 -1.06101 0.60867 -0.5 -0.7 0.0 0.49
H 4.46443 0.55499 -1.63833 0.1 -0.7 0.7 0.33
C -0.74557 -0.65501 -3.72033 0.3 1.2 1.6 0.25
H 3.37443 2.99299 7.07567 -1.8 -0.2 0.0 0.30
H 6.68643 1.63999 -0.66233 -2.2 2.6 0.9 0.35
C 1.10343 2.02099 5.05467 2.2 -4.8 -2.2 -0.72
C -0.17757 -2.22601 3.48267 -1.2 -0.8 1.1 -0.59
H 5.68443 0.47699 0.86867 -1.0 1.4 -1.0 0.33
H 0.49843 -2.67601 -0.51533 0.7 -1.4 0.2 -0.30
H -2.28657 2.66099 -3.13933 0.8 2.5 0.2 0.20
H 2.48843 -4.08101 3.27167 -0.1 0.0 0.0 0.29
H 1.11843 1.90799 3.96667 0.4 0.0 -0.3 0.03
H 4.44543 1.83799 0.90367 0.1 0.4 1.7 0.23
H -0.29457 1.83199 -1.66133 1.0 -0.1 0.6 -0.11
H 3.20943 1.39499 -0.89733 0.8 -1.0 1.3 -0.08
C 2.52543 2.31899 5.49967 -1.7 4.1 -0.2 -0.32
H -0.33357 -0.46501 -6.89533 0.6 0.4 -0.8 0.29
H 3.87543 -0.28601 -0.05333 -0.7 1.5 -1.4 -0.06
H 1.65943 -2.40401 4.62167 0.3 0.7 0.4 0.41
O 0.87743 -4.80701 -0.69033 -1.8 -1.9 -1.4 -0.63
C -0.38357 4.04999 -3.18633 -2.4 1.8 3.1 -0.35
H -1.04457 0.01199 1.18767 0.6 0.4 0.9 -0.20
H -1.04157 -1.67101 -4.03633 0.4 0.0 1.2 0.17
H 3.47343 -3.42101 -0.77033 0.2 -1.8 -0.2 0.39
C -0.33357 0.85199 1.37767 -0.2 0.7 -0.5 0.42
H 1.16643 1.66399 0.02667 2.3 4.0 0.6 0.64
H 2.97043 3.20799 4.98167 -0.7 -0.6 -0.7 0.22
H -5.16557 2.21999 1.79267 -0.1 -0.4 0.7 0.36
O -5.26457 -0.36401 1.26767 0.3 -0.7 -0.2 -0.57
C 4.07243 0.70899 -0.60233 -0.5 -1.6 -2.3 0.14
H -3.15657 -2.30301 -3.63633 -0.9 -0.4 0.8 0.22
C -4.08557 0.36999 1.12267 -0.2 1.8 -0.6 0.76
H 0.37343 0.75799 2.26767 -1.5 0.0 -0.9 -0.26
H 1.33743 3.42899 -3.26633 -0.5 -1.2 0.7 0.26
H 3.30543 1.65099 5.45467 1.0 -2.7 -0.5 0.41
C -1.82857 3.66399 -2.71833 0.2 1.4 0.0 -0.91
H 1.88043 -1.59601 2.99867 0.0 -1.7 0.2 0.16
C 1.38443 -2.44101 3.57967 -2.0 0.0 0.0 -0.24
C -4.02757 -2.09701 -2.95133 1.0 0.9 -0.4 -0.67
H -2.33957 -1.47901 -0.84333 -0.1 1.0 -0.1 -0.26
C 5.11043 1.29999 0.26467 -1.2 -1.4 2.8 -0.68
H -2.21757 -2.88801 0.22167 -1.1 0.5 -0.9 0.20
H -3.52257 0.12699 0.14067 -0.6 0.1 1.7 -0.27
H -1.75857 -0.09201 -3.27733 3.0 -1.1 -1.5 -0.08
O 2.42843 2.79999 6.80967 1.9 0.3 2.3 -0.53
H -1.52657 -2.95501 -1.23333 0.7 -0.6 -1.7 0.61
O -0.75257 -0.67801 -6.08033 -1.1 -1.0 0.1 -0.52
H 0.76543 0.95099 5.30467 0.4 1.7 0.4 0.21
H -2.40657 4.70699 -2.68833 0.5 -2.7 -0.6 0.32
C -0.05457 -0.19401 -4.97333 1.4 1.1 -0.8 -0.53
H 0.33243 2.68299 5.13167 -1.6 2.2 1.4 0.43
H -0.61157 -2.82201 4.39567 0.6 0.4 -2.1 0.40
H -5.03257 2.14299 0.12567 0.1 -0.2 -0.8 0.31
O 0.49743 3.05899 -2.90233 2.8 -1.2 -0.6 -0.43
O -5.06557 -2.58601 -0.51733 1.1 -0.2 -0.8 -0.67
H -3.43357 0.31599 2.03567 -0.2 -0.4 -0.9 0.02
H -0.53357 -2.72001 2.40967 0.6 1.7 2.9 -0.11
H -3.87257 -0.99201 -2.71233 -0.8 -1.4 0.0 0.11
H -1.66557 3.45999 -1.69333 -0.3 -0.4 1.4 0.23
H -3.55257 2.38999 1.12467 -0.4 0.5 -0.3 0.24
H 1.34043 0.11399 -0.22133 -2.8 0.7 1.3 -0.58
S -3.98957 -3.12001 -1.44733 -0.5 0.3 0.2 0.31
H 0.07743 -5.07201 -0.17633 1.1 0.5 -0.5 0.35
H 2.22843 -3.10101 -1.93633 -1.0 -0.2 -9.6 0.61
C 2.49543 -3.09101 -1.05433 3.1 3.3 6.8 -1.67
C -2.41157 -2.53901 -0.84533 0.1 -0.6 2.8 -0.38
C -4.50757 1.85299 1.01867 1.5 0.1 0.3 -1.24
```
Positions in Å, forces in eV/Å.

Summary:
HOMO-LUMO gap (eV): 9.4
HOMO level (eV): -9.233
LUMO energy (hartree): 0.004
E (a.u.): -1793.10176